{
  "formula": "C41H86N4O3P2S",
  "method": "wB97M-V/def2-TZVPD",
  "e_tot_ev": -85428.935,
  "molar_mass_g_mol": 777.18,
  "lumo_ev": -0.5,
  "elements": ["C", "C", "N", "C", "C", "P", "N", "O", "O", "C", "C", "C", "C", "C", "C", "O", "C", "C", "C", "P", "C", "C", "C", "N", "S", "N", "C", "H", "H", "H", "H", "H", "H", "H", "H", "H", "H", "H", "H", "H", "H", "H", "H", "H", "H", "H", "H", "H", "H", "H", "H", "H", "H", "H", "H", "H", "H", "C", "C", "C", "C", "C", "C", "H", "H", "H", "H", "H", "H", "H", "H", "H", "H", "H", "H", "H", "H", "C", "C", "C", "C", "C", "C", "H", "H", "H", "H", "H", "H", "H", "H", "H", "H", "H", "H", "H", "H", "C", "C", "C", "C", "C", "C", "H", "H", "H", "H", "H", "H", "H", "H", "H", "H", "H", "H", "H", "H", "C", "C", "C", "C", "C", "C", "H", "H", "H", "H", "H", "H", "H", "H", "H", "H", "H", "H", "H", "H"],
  "coordinates": [[-0.4440, 3.2860, -0.6696], [-1.6872, 2.8331, 0.0928], [-1.4976, 1.7305, 1.0428], [-1.4753, 0.4337, 0.5308], [-0.4327, -0.4850, 0.6380], [0.9689, 0.1015, 1.6056], [0.4538, 0.5446, 3.0234], [1.5784, 1.3916, 0.8806], [2.1516, -0.9764, 1.7470], [-0.5439, -1.8169, 0.0667], [0.6195, -2.7878, 0.1258], [1.5228, -2.7088, -1.1367], [2.8838, -2.0202, -0.9917], [2.7764, -0.5267, -1.3409], [3.4732, -0.1051, -2.6257], [3.4020, -1.0754, -3.6505], [4.6376, -1.4871, -4.2008], [4.5548, -2.9810, -4.5426], [-1.7248, -2.2327, -0.5435], [-2.1019, -3.8938, -1.2328], [-1.0562, -4.3011, -2.6969], [-1.8031, -5.1496, 0.0663], [-2.8079, -1.3010, -0.6287], [-4.0207, -1.5459, -1.1582], [-4.8519, -0.1908, -0.9785], [-3.7976, 0.7365, -0.2416], [-2.6797, 0.0004, -0.1098], [-0.7508, 4.0289, -1.4048], [0.2644, 3.7683, -0.0038], [0.0129, 2.4589, -1.2042], [-2.4554, 2.5881, -0.6264], [-2.0751, 3.6763, 0.6604], [-0.7598, 1.8960, 1.7136], [0.9237, 0.0503, 3.7697], [1.8024, 2.0037, 1.5959], [2.6448, -0.7442, 2.5428], [0.1781, -3.7733, 0.0996], [1.1721, -2.7356, 1.0539], [1.7131, -3.7358, -1.4446], [0.9749, -2.2431, -1.9465], [3.5573, -2.5179, -1.6862], [3.3080, -2.1718, -0.0075], [3.2315, 0.0538, -0.5433], [1.7246, -0.2551, -1.3918], [4.4950, 0.2078, -2.4140], [2.9586, 0.7960, -2.9680], [4.8690, -0.8954, -5.0884], [5.4575, -1.3457, -3.4956], [5.0627, -3.1778, -5.4804], [3.5113, -3.2720, -4.5755], [5.0342, -3.5476, -3.7510], [-0.5186, -5.2321, -2.5316], [-0.3760, -3.5138, -2.9956], [-1.7396, -4.4689, -3.5212], [-0.7783, -5.5320, 0.0760], [-1.9686, -4.7393, 1.0581], [-2.4552, -6.0030, -0.0749], [-6.4291, 1.3441, 2.3415], [-7.8795, 1.2897, 2.8115], [-8.8009, 0.5529, 1.8409], [-8.9090, 1.1831, 0.4516], [-9.3831, 2.6351, 0.4378], [-10.7878, 2.8214, 1.0041], [-6.3282, 1.8940, 1.4047], [-5.8010, 1.8420, 3.0811], [-6.0324, 0.3380, 2.1897], [-8.2466, 2.3047, 2.9876], [-7.9191, 0.7805, 3.7782], [-9.7970, 0.4760, 2.2862], [-8.4450, -0.4760, 1.7265], [-9.5965, 0.5797, -0.1498], [-7.9399, 1.1232, -0.0526], [-9.3704, 2.9917, -0.5956], [-8.6798, 3.2675, 0.9862], [-11.5132, 2.2221, 0.4500], [-11.0954, 3.8658, 0.9357], [-10.8411, 2.5331, 2.0549], [-2.5370, -6.9085, 6.6931], [-2.7321, -6.1277, 5.3965], [-1.5931, -6.3162, 4.3967], [-0.2216, -5.8340, 4.8697], [-0.1626, -4.3586, 5.2632], [-0.4822, -3.4108, 4.1081], [-1.6490, -6.5782, 7.2340], [-3.3927, -6.7737, 7.3561], [-2.4349, -7.9768, 6.4920], [-2.8644, -5.0665, 5.6241], [-3.6620, -6.4559, 4.9252], [-1.8504, -5.8037, 3.4649], [-1.5183, -7.3786, 4.1432], [0.5036, -6.0146, 4.0695], [0.1095, -6.4433, 5.7155], [0.8437, -4.1395, 5.6301], [-0.8401, -4.1614, 6.0982], [0.2048, -3.5702, 3.2728], [-0.3895, -2.3703, 4.4224], [-1.5004, -3.5491, 3.7407], [4.6477, 3.1996, -0.1277], [5.3147, 2.1834, 0.7935], [4.9723, 2.3897, 2.2699], [5.4221, 3.7209, 2.8707], [6.9213, 3.9948, 2.7691], [7.7778, 2.9766, 3.5166], [4.9795, 4.2168, 0.0874], [4.8875, 2.9950, -1.1724], [3.5608, 3.1652, -0.0233], [6.3984, 2.2073, 0.6508], [4.9911, 1.1804, 0.4991], [5.4036, 1.5675, 2.8493], [3.8862, 2.3059, 2.3929], [5.1266, 3.7425, 3.9241], [4.8793, 4.5407, 2.3917], [7.1175, 4.9884, 3.1795], [7.2284, 4.0330, 1.7204], [7.5096, 2.9446, 4.5745], [8.8343, 3.2381, 3.4477], [7.6627, 1.9720, 3.1065], [2.5519, 4.3601, -8.4223], [2.8664, 3.2679, -7.4039], [1.6868, 2.9234, -6.4966], [1.1896, 4.0740, -5.6199], [2.2458, 4.6833, -4.6996], [2.8041, 3.6904, -3.6858], [2.3030, 5.3052, -7.9373], [3.4104, 4.5413, -9.0704], [1.7104, 4.0708, -9.0550], [3.7311, 3.5648, -6.8040], [3.1643, 2.3629, -7.9397], [1.9633, 2.0747, -5.8641], [0.8537, 2.5748, -7.1149], [0.3566, 3.7086, -5.0107], [0.7734, 4.8634, -6.2522], [1.7930, 5.5209, -4.1621], [3.0645, 5.1070, -5.2874], [2.0106, 3.2739, -3.0606], [3.5254, 4.1785, -3.0280], [3.3204, 2.8645, -4.1787]],
  "forces_ev_per_a": [[-0.4, 0.0, 0.1], [0.0, 0.5, 0.1], [0.4, -0.6, -0.5], [0.0, 0.6, 0.2], [0.3, -0.2, -0.8], [-0.9, 0.4, 2.2], [0.5, 0.1, -0.5], [0.0, -0.2, -0.6], [-0.1, 0.0, -0.7], [-0.6, 0.1, 0.3], [-0.5, 0.0, -0.7], [0.5, -0.5, 0.6], [-0.3, 0.1, -0.6], [0.5, -0.5, 0.4], [-0.5, 0.6, -0.1], [0.1, 0.0, 0.3], [0.0, -0.5, -0.2], [0.2, 0.6, 0.3], [1.2, -0.3, 0.2], [-1.9, 0.2, -0.3], [0.1, -0.1, 0.3], [1.2, -0.1, 0.1], [0.2, -0.7, -0.2], [0.0, 0.4, 0.0], [-0.2, -0.2, -0.1], [0.3, 0.1, 0.1], [-0.1, 0.3, 0.0], [0.0, 0.1, -0.1], [0.3, -0.1, 0.0], [0.2, -0.1, 0.0], [-0.2, -0.3, 0.1], [-0.1, 0.1, 0.1], [-0.1, 0.1, 0.2], [-0.3, 0.1, 0.3], [0.0, 0.1, 0.0], [0.1, 0.0, 0.1], [-0.1, -0.1, 0.1], [0.1, 0.1, 0.0], [-0.1, -0.1, -0.1], [-0.1, 0.1, -0.2], [0.1, 0.1, -0.2], [-0.1, 0.0, 0.2], [-0.1, 0.3, 0.1], [-0.1, 0.1, 0.0], [0.3, -0.3, -0.1], [0.1, 0.1, -0.2], [0.0, 0.1, -0.1], [0.0, 0.2, 0.2], [-0.1, -0.2, -0.1], [-0.1, -0.1, -0.3], [0.0, -0.3, 0.0], [0.3, 0.0, 0.0], [0.2, 0.1, 0.1], [-0.1, 0.0, -0.1], [0.0, -0.1, 0.0], [-0.2, 0.2, 0.1], [-0.3, 0.0, -0.1], [-0.1, 0.1, 0.1], [0.1, -0.1, 0.0], [-0.1, 0.0, 0.0], [0.1, 0.0, 0.0], [-0.1, 0.0, 0.0], [0.1, 0.1, 0.0], [0.0, 0.0, 0.0], [0.0, 0.0, 0.0], [0.0, 0.0, 0.0], [0.0, 0.0, 0.0], [0.0, 0.0, 0.0], [0.0, 0.0, 0.0], [0.0, 0.0, 0.0], [0.0, 0.0, 0.0], [0.0, 0.0, 0.0], [0.0, 0.0, 0.0], [0.0, 0.0, 0.0], [0.0, 0.0, 0.0], [0.0, 0.0, 0.0], [0.0, 0.0, 0.0], [-0.1, 0.1, 0.0], [0.0, -0.1, 0.0], [0.0, 0.0, -0.1], [0.0, 0.0, 0.1], [0.1, 0.0, -0.1], [0.0, 0.0, 0.1], [0.0, 0.0, 0.0], [0.0, 0.0, 0.0], [0.0, 0.0, 0.0], [0.0, 0.0, 0.0], [0.0, 0.0, 0.0], [0.0, 0.0, 0.0], [0.0, 0.0, 0.0], [0.0, 0.0, 0.0], [0.0, 0.0, 0.0], [0.0, 0.0, 0.0], [0.0, 0.0, 0.0], [0.0, 0.0, 0.0], [0.0, 0.0, -0.1], [0.0, 0.0, 0.0], [0.1, 0.0, 0.0], [-0.1, 0.0, 0.0], [0.0, -0.1, 0.0], [0.0, 0.1, -0.1], [0.0, 0.0, 0.1], [0.0, 0.1, -0.1], [0.0, 0.0, 0.0], [0.0, 0.0, 0.0], [0.0, 0.0, 0.0], [0.0, 0.0, 0.0], [0.0, 0.0, 0.0], [0.0, 0.0, 0.0], [0.0, 0.0, 0.0], [0.0, 0.0, 0.0], [0.0, 0.0, 0.0], [0.0, 0.0, 0.0], [0.0, 0.0, 0.0], [0.0, 0.0, 0.0], [0.0, 0.0, 0.0], [0.0, 0.0, 0.0], [0.1, 0.0, 0.0], [-0.1, 0.0, -0.1], [0.0, 0.0, 0.1], [0.0, 0.0, -0.1], [-0.1, -0.1, 0.1], [0.1, 0.1, 0.0], [0.0, 0.0, 0.0], [0.0, 0.0, 0.0], [0.0, 0.0, 0.0], [0.0, 0.0, 0.0], [0.0, 0.0, 0.0], [0.0, 0.0, 0.0], [0.0, 0.0, 0.0], [0.0, 0.0, 0.0], [0.0, 0.0, 0.0], [0.0, 0.0, 0.0], [0.0, 0.0, 0.0], [0.0, 0.0, 0.0], [0.0, 0.0, 0.0], [0.0, 0.0, 0.0]]
}

{
  "formula": "C22H49NO3PS",
  "method": "wB97M-V/def2-TZVPD",
  "charge": 1,
  "e_tot_ev": -51358.770,
  "molar_mass_g_mol": 438.68,
  "lumo_ev": -2.0,
  "elements": ["C", "O", "C", "S", "C", "C", "C", "N", "O", "C", "O", "H", "H", "H", "H", "H", "H", "H", "H", "H", "H", "H", "H", "H", "C", "C", "C", "C", "P", "C", "C", "C", "C", "C", "C", "C", "C", "C", "C", "C", "C", "H", "H", "H", "H", "H", "H", "H", "H", "H", "H", "H", "H", "H", "H", "H", "H", "H", "H", "H", "H", "H", "H", "H", "H", "H", "H", "H", "H", "H", "H", "H", "H", "H", "H", "H", "H"],
  "coordinates": [[0.8933, 4.4015, 5.7519], [0.5739, 3.0712, 5.3722], [1.5453, 2.3911, 4.6488], [1.1020, 2.4199, 2.8657], [1.4266, 0.9048, 5.0085], [2.3626, -0.0072, 4.2097], [1.6621, -1.2699, 3.7732], [2.1198, -2.0645, 2.9135], [1.4749, 0.6405, 6.3903], [2.6604, 0.9252, 7.0647], [2.6794, 2.2348, 7.5889], [0.0087, 5.0084, 5.6331], [1.6686, 4.8352, 5.1338], [1.1639, 4.4319, 6.7934], [2.5344, 2.7914, 4.8223], [1.5688, 3.5865, 2.4010], [0.4162, 0.6606, 4.7110], [3.1934, -0.3333, 4.8179], [2.7664, 0.4852, 3.3408], [0.7086, -1.4747, 4.2401], [3.0257, -1.7144, 2.6005], [2.7060, 0.2344, 7.8913], [3.5417, 0.7690, 6.4476], [3.4413, 2.6989, 7.2141], [2.9686, -0.6057, -3.8746], [1.8193, -1.5932, -4.0621], [0.5827, -0.9463, -4.6898], [-0.2381, -0.0485, -3.7514], [-1.3225, -0.8461, -2.5591], [-2.3084, -2.0529, -3.4866], [-3.0759, -1.6251, -4.7471], [-4.3403, -0.7748, -4.5761], [-5.3358, -1.2927, -3.5411], [-2.4730, 0.3834, -1.9314], [-2.0153, 1.5902, -1.0951], [-1.5020, 1.2920, 0.3108], [-2.3954, 0.3817, 1.1465], [-0.5570, -1.9179, -1.3290], [0.4565, -1.5229, -0.2353], [1.5898, -0.5520, -0.6137], [2.9505, -1.2402, -0.7161], [2.6775, 0.2534, -3.2660], [3.8151, -1.0854, -3.3857], [3.3117, -0.2293, -4.8390], [1.5713, -2.0627, -3.1059], [2.1567, -2.3979, -4.7169], [-0.0635, -1.7234, -5.1050], [0.9018, -0.3367, -5.5363], [-0.9181, 0.5510, -4.3681], [0.4035, 0.6835, -3.2555], [-2.9693, -2.5558, -2.7766], [-1.5899, -2.8210, -3.7893], [-3.3638, -2.5470, -5.2564], [-2.3971, -1.1079, -5.4303], [-4.8396, -0.7385, -5.5452], [-4.0800, 0.2639, -4.3600], [-5.8116, -2.2122, -3.8833], [-6.1216, -0.5578, -3.3714], [-4.8757, -1.4973, -2.5729], [-3.2923, -0.1411, -1.4362], [-2.9092, 0.8129, -2.8369], [-2.8744, 2.2600, -1.0186], [-1.2497, 2.1437, -1.6456], [-1.3707, 2.2353, 0.8430], [-0.4997, 0.8700, 0.2354], [-3.3239, 0.8847, 1.4196], [-1.8877, 0.1029, 2.0699], [-2.6536, -0.5468, 0.6318], [-0.1240, -2.7392, -1.9089], [-1.4139, -2.3772, -0.8212], [0.8971, -2.4530, 0.1266], [-0.0872, -1.1367, 0.6255], [1.6678, 0.2218, 0.1531], [1.3694, -0.0268, -1.5470], [3.2767, -1.5784, 0.2656], [3.7051, -0.5546, -1.1025], [2.9147, -2.1118, -1.3728]],
  "forces_ev_per_a": [[-0.4, -0.1, -0.1], [0.3, 0.0, 0.1], [-0.7, 0.2, 0.2], [-0.1, -0.1, -0.7], [0.4, 0.1, -0.3], [-0.4, -0.3, 0.4], [0.3, 0.5, 0.0], [-0.1, -0.4, -0.3], [0.0, 0.0, 0.0], [0.0, 0.2, 0.2], [0.3, 0.2, -0.4], [-0.3, 0.1, -0.1], [0.3, 0.0, -0.2], [0.4, -0.1, 0.4], [0.4, 0.1, -0.1], [0.1, 0.1, 0.4], [-0.5, -0.2, 0.1], [0.4, 0.1, 0.3], [0.2, 0.2, -0.3], [-0.3, -0.2, 0.1], [0.1, -0.1, -0.2], [-0.1, -0.3, 0.3], [0.1, 0.0, -0.3], [-0.3, 0.0, 0.2], [0.0, -0.1, -0.1], [0.1, 0.2, 0.0], [0.0, -0.4, 0.2], [0.3, 0.5, -0.4], [-0.2, -0.3, -0.1], [-0.1, -0.2, -0.2], [-0.1, 0.2, -0.1], [0.0, 0.1, 0.1], [0.0, 0.0, -0.1], [-0.2, 0.7, 0.1], [0.2, 0.0, 0.2], [0.1, -0.1, 0.0], [0.1, 0.1, 0.0], [0.4, -0.5, 0.5], [-0.1, 0.4, 0.1], [0.1, -0.1, 0.1], [0.0, 0.1, -0.1], [0.0, 0.0, 0.0], [0.0, 0.0, -0.1], [0.0, 0.0, 0.0], [0.0, 0.0, -0.1], [0.0, 0.0, 0.0], [0.0, 0.0, 0.0], [0.0, 0.1, 0.0], [-0.1, 0.0, 0.1], [-0.1, -0.1, 0.1], [0.0, 0.1, 0.1], [0.1, 0.0, 0.1], [0.1, -0.1, 0.0], [0.0, -0.1, 0.0], [0.0, 0.0, 0.0], [0.0, 0.0, 0.0], [0.0, 0.0, 0.0], [0.0, 0.0, 0.0], [0.0, 0.0, 0.0], [0.1, -0.1, 0.0], [0.0, -0.2, -0.1], [-0.1, 0.0, -0.1], [0.0, 0.0, 0.0], [0.0, 0.0, 0.0], [0.0, -0.1, 0.0], [0.0, 0.0, 0.0], [0.0, 0.0, 0.0], [0.0, 0.0, 0.0], [-0.1, 0.1, -0.2], [-0.1, 0.0, -0.1], [0.0, 0.0, 0.0], [-0.1, 0.0, -0.1], [-0.1, 0.0, 0.0], [0.0, -0.1, 0.1], [0.0, -0.1, 0.0], [0.0, 0.0, 0.1], [0.0, 0.0, 0.0]]
}

So what do the calculations give for HOMO energy? Going down the list: -7.48 -11.31 eV.